[1]
{
  "formula": "C7H15OSSi",
  "method": "the ωB97M-V functional and the def2-TZVPD basis",
  "homo_lumo_gap_ev": 5.2,
  "e_tot_ev": -28263.3084,
  "total_charge": -1,
  "symbols": ["C", "C", "C", "C", "C", "C", "C", "O", "Si", "S", "H", "H", "H", "H", "H", "H", "H", "H", "H", "H", "H", "H", "H", "H", "H"],
  "positions_angstrom": [[-2.54641, 1.95415, -0.38733], [-1.55982, -2.61220, -0.58804], [2.50970, -0.74151, -0.02813], [1.48493, 2.00164, -0.74775], [0.74290, 0.71732, 1.95267], [-1.56001, -1.21742, 0.05032], [-0.64042, -0.25346, -0.63696], [-3.36197, 1.33092, 0.19593], [0.90943, 0.37118, 0.07295], [-2.00693, 3.23377, -1.13414], [-0.55107, -3.01988, -0.58589], [-2.21655, -3.29818, -0.04778], [-1.90292, -2.55385, -1.62039], [3.41957, -0.20843, 0.24462], [2.43199, -1.60704, 0.62796], [2.64436, -1.11690, -1.04113], [0.82138, 2.82129, -0.49243], [2.49173, 2.28441, -0.44854], [1.47820, 1.90777, -1.82976], [0.02936, 1.51618, 2.13309], [0.37285, -0.16343, 2.47182], [1.68516, 0.99948, 2.41650], [-1.28065, -1.31179, 1.10138], [-2.59361, -0.83921, 0.02974], [-0.80117, -0.19480, -1.70872]]
}

[2]
{
  "formula": "C7H16BFNO2S",
  "method": "the ωB97M-V functional and the def2-TZVPD basis",
  "homo_lumo_gap_ev": 7.8,
  "e_tot_ev": -27335.3626,
  "total_charge": -1,
  "symbols": ["N", "C", "C", "C", "B", "O", "C", "S", "C", "C", "C", "F", "O", "H", "H", "H", "H", "H", "H", "H", "H", "H", "H", "H", "H", "H", "H", "H", "H"],
  "positions_angstrom": [[-0.68388, 4.27164, -0.68288], [-0.09509, 3.03229, -0.08351], [-1.01645, 2.45009, 0.96934], [-0.43547, 1.26886, 1.76762], [0.35059, 0.15679, 0.92113], [1.03675, -0.92171, 1.73149], [1.52402, -1.73491, 0.73606], [1.74302, -3.46967, 1.28330], [0.49469, -1.62930, -0.45664], [-0.19047, -2.89587, -0.93806], [-1.13255, -2.59249, -2.09015], [-0.53638, -2.91689, -3.31763], [-0.45154, -0.69604, -0.01512], [-1.02564, 4.03915, -1.60681], [0.07330, 4.91929, -0.86265], [0.87168, 3.27867, 0.35865], [0.09820, 2.29867, -0.86528], [-1.25593, 3.26811, 1.65763], [-1.95589, 2.15605, 0.49387], [-1.25588, 0.84615, 2.35924], [0.27899, 1.67099, 2.49635], [1.25932, 0.68714, 0.22994], [2.49620, -1.37440, 0.38789], [2.36761, -3.22731, 2.43917], [1.01151, -1.19169, -1.32528], [-0.72812, -3.39715, -0.13512], [0.57791, -3.57733, -1.31401], [-1.37655, -1.53357, -2.10651], [-2.04394, -3.18558, -2.03200]]
}

[3]
{
  "formula": "C7H16BNO4S",
  "method": "the ωB97M-V functional and the def2-TZVPD basis",
  "homo_lumo_gap_ev": 9.4,
  "e_tot_ev": -28710.5249,
  "symbols": ["C", "N", "C", "B", "O", "C", "C", "C", "C", "C", "O", "S", "O", "O", "H", "H", "H", "H", "H", "H", "H", "H", "H", "H", "H", "H", "H", "H", "H", "H"],
  "positions_angstrom": [[2.40086, 0.14810, 2.16326], [1.55741, 0.26769, 0.97330], [2.36306, 0.72188, -0.16568], [0.78425, -0.91957, 0.68782], [1.24563, -2.14014, 1.16599], [-0.67653, -0.85502, -0.04289], [-1.36616, -2.23485, -0.03246], [-0.65870, -0.28086, -1.47154], [-0.54780, 1.24367, -1.56351], [-1.69988, 2.05543, -0.94879], [-2.90991, 1.31675, -0.73577], [-3.01204, 0.22613, 0.47048], [-3.54582, 0.91210, 1.62452], [-1.43096, 0.07586, 0.80493], [2.75711, 1.14090, 2.45270], [3.27141, -0.49977, 1.99688], [1.82464, -0.25937, 2.99438], [1.95050, 0.38999, -1.12272], [3.38082, 0.31823, -0.09273], [2.43271, 1.81469, -0.19745], [1.34939, -2.81807, 0.49260], [-2.02775, -2.36922, -0.89057], [-1.94293, -2.36241, 0.88512], [-0.64225, -3.04894, -0.05034], [0.18544, -0.70632, -2.02799], [-1.55781, -0.60840, -2.00420], [0.36857, 1.60274, -1.09258], [-0.46954, 1.48588, -2.62763], [-1.98510, 2.85499, -1.63333], [-1.39861, 2.52791, -0.01182]]
}

[4]
{
  "formula": "C7H16BrNO6PS2",
  "method": "the ωB97M-V functional and the def2-TZVPD basis",
  "homo_lumo_gap_ev": 7.0,
  "e_tot_ev": -122294.4158,
  "total_charge": -1,
  "symbols": ["S", "C", "N", "P", "S", "Br", "H", "H", "H", "H", "C", "O", "C", "O", "O", "C", "H", "H", "H", "H", "H", "H", "C", "O", "C", "O", "O", "C", "H", "H", "H", "H", "H", "H"],
  "positions_angstrom": [[5.65333, 7.77123, -1.00672], [4.67104, 6.73235, -1.98797], [3.69644, 5.98362, -2.62186], [2.37219, 5.71596, -1.42360], [1.39784, 7.50117, -2.09988], [3.37218, 3.70098, -0.87541], [1.58651, 4.94763, -2.39258], [1.36410, 5.47061, -0.38836], [3.15340, 6.39047, -0.41785], [0.62593, 8.04257, -1.05323], [0.01487, -2.18592, 0.31610], [0.91807, -1.69804, -0.67405], [1.92716, -0.93582, -0.18205], [2.10556, -0.65332, 0.99242], [2.70332, -0.54229, -1.22318], [3.81334, 0.27305, -0.85240], [-0.75035, -2.78194, -0.18876], [0.53693, -2.83027, 1.03095], [-0.47946, -1.35553, 0.83056], [4.48718, -0.27289, -0.18428], [3.47092, 1.20174, -0.38460], [4.36365, 0.52876, -1.76202], [-3.12285, -5.11143, 3.23748], [-4.36258, -4.75867, 2.62691], [-4.24318, -4.24924, 1.37490], [-3.19837, -4.08072, 0.76581], [-5.48763, -3.95971, 0.91800], [-5.51671, -3.41159, -0.39847], [-3.33743, -5.50735, 4.23392], [-2.61569, -5.89073, 2.65936], [-2.48224, -4.23049, 3.34774], [-5.10525, -4.12282, -1.12191], [-4.97178, -2.46271, -0.43365], [-6.56044, -3.21869, -0.66129]]
}

[5]
{
  "formula": "C7H16BrOP",
  "method": "the ωB97M-V functional and the def2-TZVPD basis",
  "homo_lumo_gap_ev": [7.6, 7.8],
  "e_tot_ev": -88893.0140,
  "symbols": ["C", "C", "C", "C", "C", "C", "C", "O", "P", "Br", "H", "H", "H", "H", "H", "H", "H", "H", "H", "H", "H", "H", "H", "H", "H", "H"],
  "positions_angstrom": [[1.66834, 1.61289, 0.95920], [2.28011, 0.36067, -1.34476], [-2.39016, -0.06229, -0.09281], [-1.10105, -0.25406, -2.40012], [-1.05837, -1.22142, 3.19093], [1.77322, 0.37623, 0.07123], [-1.13620, 0.28710, -0.90623], [0.47285, -1.99724, -0.44538], [0.17075, -0.69566, 0.11429], [-0.02663, -2.71321, 3.49070], [2.71968, 2.13445, 1.12664], [0.98122, 2.51611, 0.57619], [1.30914, 1.40019, 2.02272], [1.55393, 1.05554, -1.77930], [2.17268, -0.76694, -1.46413], [3.28476, 0.69693, -1.30397], [-2.47315, -1.24672, -0.17716], [-2.30437, 0.21826, 1.04105], [-3.26080, 0.23153, -0.68363], [-1.72586, -1.15759, -2.52777], [0.01586, -0.50558, -2.80273], [-1.43518, 0.47052, -3.06603], [-2.02147, -1.41958, 2.74882], [-0.87343, -0.36664, 3.85422], [2.45371, -0.30253, 0.55970], [-1.04956, 1.34905, -0.76167]]
}

[6]
{
  "formula": "C7H16CdNO4PS",
  "method": "the ωB97M-V functional and the def2-TZVPD basis",
  "homo_lumo_gap_ev": 2.3,
  "e_tot_ev": -41863.1083,
  "total_charge": 2,
  "symbols": ["C", "C", "N", "C", "O", "S", "O", "O", "O", "C", "P", "C", "C", "C", "H", "H", "H", "H", "H", "H", "H", "H", "H", "H", "H", "H", "H", "H", "H", "H", "Cd"],
  "positions_angstrom": [[-1.03845, -1.82994, 3.15183], [0.15776, -1.35917, 2.24256], [0.26805, 0.12413, 2.14607], [-0.63282, 0.63761, 1.13990], [-1.26238, 1.93687, 1.34317], [-2.12128, 2.11695, -0.05564], [-2.72985, 3.47740, -0.29424], [-3.24330, 1.17008, -0.23093], [-0.84914, 1.74031, -1.06147], [-0.21405, 0.59699, -0.38286], [1.53721, 0.14155, -0.88109], [2.59585, 1.63793, -1.21205], [1.31396, -0.74325, -2.54258], [0.84032, -2.21686, -2.20509], [-1.14162, -1.16032, 4.03270], [-1.98710, -1.75977, 2.56949], [-0.93247, -2.88449, 3.47928], [1.10654, -1.72226, 2.69464], [0.03854, -1.72860, 1.19665], [0.07915, 0.52323, 3.06451], [-1.51854, -0.05896, 1.15925], [-0.79283, -0.28423, -0.76935], [3.65360, 1.27551, -1.27642], [2.38477, 2.08517, -2.21606], [2.57522, 2.38086, -0.39043], [2.22336, -0.68823, -3.16886], [0.43864, -0.22476, -3.01226], [1.65173, -2.95238, -2.36375], [-0.04534, -2.53617, -2.79453], [0.51615, -2.24747, -1.13502], [-2.87170, 4.55225, -2.22743]]
}